1.
Below is C14H57B5N3O4TiZn as an isolated structure in a non-equilibrium geometry, with properties calculated with wB97M-V/def2-TZVPD.

Calculated values
E_LUMO (spin up / spin down) ... 3.855 / 3.853 eV
Total charge ... -2
Largest force on an atom ... 4.691 eV Å⁻¹
HOMO-LUMO gap (spin up / spin down) ... 2.68 / 7.52 eV
Multiplicity ... 4
E ... -103001.699 eV

Each line ends with the Mulliken spin population.
Geometry (Å):
H  9.024  27.864  -10.992  -0.001
C  8.378  30.587  -15.567  0.103
H  13.954  21.004  -18.270  0.000
C  7.301  31.707  -15.800  -0.045
C  8.582  25.339  -14.295  -0.074
H  11.788  20.740  -20.287  0.000
H  7.329  34.604  -13.026  0.000
C  10.097  22.607  -18.111  0.007
H  9.791  24.499  -18.879  -0.011
H  8.365  26.455  -19.450  0.045
H  11.523  24.465  -15.851  0.001
H  6.391  31.247  -15.415  0.031
H  12.101  26.160  -20.084  0.000
H  14.567  27.695  -17.662  0.000
H  15.402  21.479  -17.289  0.000
O  9.891  26.732  -12.526  -0.003
N  8.446  24.050  -13.575  0.014
B  7.482  29.736  -19.519  0.421
H  8.407  33.752  -11.938  -0.001
H  13.574  22.805  -15.680  0.000
H  10.469  22.135  -17.201  0.001
H  13.526  26.434  -18.376  0.000
Ti  7.551  27.710  -18.010  1.560
H  7.457  25.200  -20.358  0.007
H  9.333  30.778  -16.056  0.020
C  7.241  25.577  -15.172  0.070
C  12.288  24.337  -16.617  0.001
H  11.675  20.570  -18.543  0.000
H  12.129  23.934  -18.348  0.001
H  9.062  22.280  -18.207  0.005
H  10.685  26.868  -16.864  0.014
H  10.407  26.564  -20.104  0.016
H  8.979  34.529  -13.436  0.000
H  6.946  25.706  -18.723  0.075
C  10.310  24.152  -17.986  -0.026
B  11.388  26.910  -20.390  0.032
H  7.172  24.854  -15.984  0.037
C  9.914  27.815  -11.619  0.002
H  6.647  30.317  -19.161  -0.008
H  8.184  32.190  -17.540  0.004
H  7.938  30.235  -20.361  0.006
H  13.055  27.216  -16.890  0.001
H  9.622  24.529  -17.229  0.033
H  10.848  28.400  -17.526  0.005
N  11.650  24.708  -17.909  -0.006
H  9.320  27.919  -16.615  0.139
Zn  11.655  26.712  -18.326  -0.001
H  11.439  27.020  -21.463  0.000
H  6.650  33.627  -14.976  0.005
H  7.977  26.248  -12.380  -0.002
C  7.530  32.983  -14.980  0.011
H  9.336  23.842  -13.144  -0.001
B  7.401  26.013  -19.651  0.142
H  8.550  30.508  -14.494  -0.001
H  9.915  28.760  -12.161  0.001
C  8.185  33.930  -12.990  0.001
H  13.052  25.056  -16.320  0.000
H  7.045  28.773  -19.733  0.011
B  13.553  27.367  -17.835  0.009
H  10.685  27.893  -10.852  0.000
H  9.738  27.258  -18.253  0.011
H  8.296  33.602  -15.446  0.000
H  8.424  27.474  -13.659  0.085
H  15.292  21.879  -18.924  0.000
H  7.259  26.595  -15.561  0.170
C  8.652  26.516  -13.193  -0.052
O  14.089  22.995  -17.649  0.000
O  10.845  22.244  -19.287  0.001
B  10.097  27.653  -17.315  0.065
H  7.171  31.151  -17.865  0.002
H  8.012  29.629  -15.938  0.046
H  7.695  24.014  -12.901  -0.016
N  7.238  31.962  -17.267  -0.015
H  6.876  26.759  -20.228  0.029
C  13.064  23.014  -16.620  0.002
H  6.374  25.482  -14.518  -0.025
C  11.136  20.904  -19.429  0.000
H  10.287  20.229  -19.536  0.000
H  9.431  25.403  -14.974  0.025
C  14.670  21.791  -18.033  0.000
H  12.368  22.186  -16.760  0.000
H  11.671  27.830  -19.902  0.000
H  13.098  28.188  -18.367  0.000
H  8.259  29.631  -18.778  0.034
O  7.926  32.755  -13.574  -0.014

---

2.
Below is a 7-piece molecular cluster, C10H24BO17 overall in a non-equilibrium geometry, with properties calculated with wB97M-V/def2-TZVPD.

Calculated values
E_LUMO ... 2.356 eV
Total charge ... -1
Largest force on an atom ... 1.623 eV Å⁻¹
HOMO-LUMO gap ... 10.02 eV
Multiplicity ... 1
E ... -46249.937 eV

Each line ends with the natural charge from an NBO analysis.
Geometry (Å):
C  -2.966  -11.510  8.849  -0.086
C  -8.570  -8.576  8.569  -0.110
C  -8.828  -7.160  9.036  -0.101
H  -8.084  -6.468  8.634  0.181
H  -8.114  -9.132  9.398  0.187
C  -0.906  -7.582  13.595  -0.084
O  -4.928  -4.518  11.233  -0.942
H  -1.826  -6.765  10.752  0.502
O  -2.105  -7.421  14.329  -0.735
O  -8.978  -6.999  10.472  -0.733
H  -10.245  -9.570  8.923  0.462
O  -3.272  -7.634  3.691  -0.562
H  -4.282  -9.179  12.944  0.466
H  -0.436  -11.240  9.888  0.473
O  -5.477  -8.853  1.986  -0.959
H  -2.899  -12.451  8.300  0.165
O  -5.225  -8.420  7.590  -0.645
C  -4.935  -8.347  8.878  0.701
O  -4.714  -8.360  12.679  -0.970
H  -9.850  -6.649  10.624  0.464
H  -5.866  -7.998  2.217  0.482
H  -7.870  -8.623  7.738  0.203
O  -5.494  -6.478  6.058  -0.654
C  -2.293  -11.464  10.204  -0.096
H  -9.845  -6.912  8.711  0.171
C  -3.870  -7.395  4.691  0.687
H  -4.782  -5.423  11.541  0.482
H  -2.853  -12.068  10.921  0.173
H  -2.231  -10.803  7.092  0.483
C  -1.096  -7.850  12.133  -0.099
H  -2.410  -10.446  10.586  0.179
O  -3.602  -7.782  5.938  -0.660
O  -3.495  -6.888  10.118  -0.628
H  -2.851  -7.399  13.712  0.489
H  -4.810  -8.998  2.664  0.474
O  -5.194  -9.095  9.777  -0.588
O  -0.973  -12.011  10.111  -0.718
H  -0.304  -8.424  13.967  0.150
O  -5.895  -6.240  3.863  -0.569
O  -1.052  -6.669  11.339  -0.741
O  -9.731  -9.292  8.162  -0.726
O  -2.288  -10.573  8.018  -0.749
C  -5.228  -6.600  4.789  0.691
H  -0.254  -6.724  13.784  0.173
H  -4.704  -8.381  11.701  0.502
H  -2.090  -8.306  12.029  0.163
B  -4.607  -7.255  6.891  1.163
H  -4.034  -11.323  9.009  0.175
C  -4.038  -7.133  9.065  0.705
H  -0.449  -8.630  11.718  0.155
H  -5.873  -4.468  11.058  0.462
O  -4.009  -6.448  7.980  -0.610

---

3.
Below is a 2-piece molecular cluster, C8H16N3O overall in a non-equilibrium geometry, with properties calculated with wB97M-V/def2-TZVPD.

Calculated values
E_LUMO ... -3.106 eV
Total charge ... +1
ΔE to the lowest compared entry with this formula, charge and spin ... 148.4 kJ/mol
Largest force on an atom ... 4.317 eV Å⁻¹
HOMO-LUMO gap ... 8.83 eV
Multiplicity ... 1
E ... -15065.039 eV

Each line ends with the natural charge from an NBO analysis.
Geometry (Å):
H  -1.845  1.081  1.650  0.220
C  2.786  -1.098  0.386  0.246
H  -0.399  0.332  -1.334  0.495
C  3.403  0.715  -0.505  -0.018
H  3.387  1.764  -0.621  0.245
C  -2.612  0.164  -0.123  -0.097
H  -3.417  -0.498  0.316  0.209
H  -2.313  -1.999  1.287  0.217
N  -2.790  0.519  -1.640  -0.887
H  4.263  -2.206  -0.715  0.461
H  -1.629  2.076  0.182  0.202
H  -3.111  2.117  0.814  0.233
C  -1.408  -1.895  0.616  -0.507
C  -1.381  -0.783  -0.059  0.314
H  -3.319  -0.190  -2.085  0.384
H  1.942  1.931  1.605  0.252
N  2.636  0.219  0.419  -0.253
H  -3.095  1.570  -1.780  0.388
H  1.924  0.474  2.369  0.241
H  4.821  -0.274  -1.895  0.251
H  2.209  -1.808  0.888  0.247
H  -0.678  -2.598  0.624  0.201
O  -0.250  -0.396  -0.785  -0.735
H  0.749  0.749  1.265  0.258
N  3.642  -1.390  -0.608  -0.443
C  4.139  -0.267  -1.125  -0.039
C  -2.300  1.413  0.724  -0.633
C  1.803  0.836  1.394  -0.452

---

4.
Below is C3H9B2Br2N3 as an isolated structure in a non-equilibrium geometry, with properties calculated with wB97M-V/def2-TZVPD.

Calculated values
E_LUMO ... 0.407 eV
Largest force on an atom ... 3.777 eV Å⁻¹
HOMO-LUMO gap ... 8.64 eV
Multiplicity ... 1
E ... -149167.661 eV

Each line ends with the natural charge from an NBO analysis.
Geometry (Å):
B  -0.758  0.654  -0.484  0.761
N  0.647  0.502  -0.261  -0.520
C  2.108  -0.691  1.273  -0.419
H  2.401  1.630  -0.207  0.194
H  -3.476  -0.908  0.390  0.204
N  0.753  -0.393  0.795  -0.529
H  2.913  -0.556  0.508  0.192
C  1.308  1.792  -0.293  -0.429
C  -2.911  -0.674  -0.572  -0.396
H  2.339  0.146  1.885  0.198
H  0.977  2.329  0.559  0.183
H  -3.381  0.225  -0.966  0.225
H  -2.966  -1.506  -1.287  0.213
Br  -1.292  1.823  -1.933  -0.131
H  2.286  -1.657  1.732  0.230
Br  -0.332  -3.245  -0.187  -0.181
B  -0.353  -1.283  0.379  0.878
H  1.254  2.330  -1.239  0.244
N  -1.516  -0.518  -0.091  -0.916

---

5.
Below is a 2-piece molecular cluster, C2H6N3 overall in a non-equilibrium geometry, with properties calculated with wB97M-V/def2-TZVPD.

Calculated values
E_LUMO ... -6.178 eV
Total charge ... +1
ΔE to the lowest compared entry with this formula, charge and spin ... 603.1 kJ/mol
Largest force on an atom ... 4.896 eV Å⁻¹
HOMO-LUMO gap ... 7.99 eV
Multiplicity ... 1
E ... -6628.836 eV

Each line ends with the natural charge from an NBO analysis.
Geometry (Å):
H  2.271  1.380  -1.266  0.214
N  -2.441  -3.155  0.706  -0.219
H  -0.066  0.802  0.677  0.176
C  0.758  0.530  0.110  -0.522
H  -3.172  -3.390  1.257  0.443
C  1.403  1.518  -0.615  -0.226
H  1.077  -0.470  0.229  0.207
H  -0.896  -0.516  0.129  0.477
N  -2.142  -2.116  0.278  0.436
N  -1.735  -1.084  -0.051  -0.193
H  1.135  2.492  -0.773  0.206

---

6.
Below is an isolated ion of composition C27H43N3O4P and charge +1 in a non-equilibrium geometry, with properties calculated with wB97M-V/def2-TZVPD.

Calculated values
E_LUMO ... -4.394 eV
Total charge ... +1
Largest force on an atom ... 1.230 eV Å⁻¹
HOMO-LUMO gap ... 8.03 eV
Multiplicity ... 1
E ... -50638.573 eV

Each line ends with the Mulliken charge.
Geometry (Å):
H  4.765  -1.107  1.303  0.519
C  -0.734  4.096  1.054  -1.010
C  0.164  2.955  -2.805  -0.562
H  -2.671  -3.778  -5.028  0.445
H  -1.942  2.464  -2.883  0.445
H  2.107  -0.230  -3.811  0.477
H  0.455  0.196  -1.428  -0.127
C  0.435  1.484  -3.181  -0.919
C  -1.841  4.464  -2.136  -0.712
H  0.765  -2.232  5.550  0.469
H  5.122  0.790  2.484  0.355
C  3.789  -1.163  1.776  -1.254
C  -0.306  -2.555  -0.476  0.960
N  3.071  -2.274  1.103  -0.066
H  -1.828  2.053  -0.844  -0.726
H  2.026  -3.036  3.644  0.517
H  3.775  1.251  3.458  0.346
C  1.160  0.644  -2.117  0.239
C  -1.003  -2.813  -1.783  -1.332
H  -2.661  -1.370  -4.331  0.479
H  0.759  3.615  -3.428  0.399
H  3.109  -0.313  -2.387  0.255
C  -1.633  -4.398  -3.273  -0.532
H  -1.487  0.064  6.004  0.359
C  0.803  -2.292  2.090  0.213
N  -0.509  -2.393  1.878  0.362
O  3.027  -3.079  -1.482  -0.471
H  -0.055  -0.126  3.969  0.188
H  1.033  1.450  -4.087  0.626
H  -0.449  4.329  2.076  0.410
C  4.112  1.179  2.427  -1.490
H  -3.021  4.782  -0.382  0.440
H  -3.378  2.182  -0.072  0.349
H  -3.243  -3.098  1.869  0.125
H  -1.546  -0.780  -2.173  0.833
H  -1.382  2.113  1.420  0.096
C  0.253  -2.193  4.598  -1.377
C  1.658  -2.300  0.976  -0.163
H  3.973  -1.420  2.820  0.397
C  1.312  -2.231  3.493  -0.631
H  -3.821  3.821  -1.576  0.390
C  -2.195  -2.124  -3.718  -0.842
N  -1.042  -4.101  -2.118  -0.536
C  3.181  0.206  1.669  0.725
O  -0.671  -0.434  5.918  -0.549
C  2.086  -0.406  -2.745  -0.788
C  -1.830  3.046  1.070  -0.518
H  3.357  -3.148  1.522  0.380
H  3.099  0.540  0.639  -0.103
H  -1.661  -5.439  -3.554  0.455
H  -0.443  -3.021  4.478  0.420
C  2.030  -2.451  -1.504  -0.038
H  -2.343  5.194  -2.764  0.348
O  1.642  -1.778  -2.604  -0.289
H  -0.532  1.064  -3.441  0.215
H  -1.024  4.974  -1.637  0.356
H  -2.609  3.299  1.785  0.378
H  0.422  3.138  -1.766  0.085
H  -1.547  -1.036  4.172  0.398
H  -1.136  -2.401  2.672  0.097
C  -0.545  -0.882  4.586  -0.279
H  1.879  -1.307  3.570  0.134
O  -3.551  -1.384  0.163  -0.539
C  -2.220  -3.454  -4.106  -0.435
C  -1.311  3.334  -3.040  -0.874
P  -2.913  -2.643  0.575  0.323
C  -1.087  -2.521  0.662  0.510
H  0.156  3.717  0.563  0.159
C  -1.571  -1.789  -2.525  0.057
H  4.097  2.171  2.002  0.428
H  -1.055  5.027  0.602  0.264
C  1.095  -2.412  -0.313  0.795
H  -3.120  -3.722  -0.291  0.129
H  -1.418  3.667  -4.067  0.496
C  -2.860  3.974  -1.096  -1.173
C  -2.468  2.736  -0.289  0.817
H  1.746  1.328  -1.507  0.532
H  2.198  0.289  2.129  0.140